{
  "formula": "C6H13NO",
  "method": "wB97M-V/def2-TZVPD",
  "gap_ha": 0.366,
  "total_energy_ha": -366.35793,
  "lumo_energy_ev": 1.02,
  "max_force_ha_per_bohr": 0.04032,
  "smiles": "CCCN(C)CC=O",
  "species": ["C", "C", "C", "N", "C", "C", "C", "O", "H", "H", "H", "H", "H", "H", "H", "H", "H", "H", "H", "H", "H"],
  "positions_angstrom": [[-0.60183, -2.01112, -2.17119], [0.22635, -1.00483, -1.36791], [-0.61315, 0.03173, -0.64190], [-0.06950, 0.33494, 0.69173], [-1.08705, 0.61539, 1.71611], [0.94285, 1.37410, 0.62656], [1.91448, 1.26894, 1.79289], [2.04492, 2.18170, 2.56870], [-0.03528, -2.41890, -3.00769], [-0.90595, -2.87849, -1.58514], [-1.53090, -1.58527, -2.55560], [1.05891, -0.57533, -1.92814], [0.74548, -1.61205, -0.61915], [-0.77049, 0.91175, -1.27568], [-1.58314, -0.39594, -0.39456], [-0.90377, 0.11731, 2.66244], [-1.45124, 1.64120, 1.80847], [-1.94946, 0.08822, 1.29930], [0.57074, 2.40193, 0.71251], [1.53275, 1.19056, -0.27597], [2.46530, 0.32415, 1.94420]],
  "atomic_forces_ev_per_a": [[-0.1224, 0.0308, -0.5125], [0.4450, -0.9665, 0.4501], [-0.1072, -0.4208, 0.8194], [0.2810, 1.1245, 0.2561], [-1.0086, -1.1739, -1.3796], [0.7344, -0.6095, 0.5469], [-0.4427, 0.3334, 0.2294], [0.2407, -0.1464, 0.0336], [-0.0315, 0.0907, -0.1142], [0.0545, 0.1321, 0.2992], [0.1170, 0.1421, -0.1821], [-0.3299, 0.2310, -0.3690], [-0.0666, 0.2595, 0.2266], [-0.0668, 0.1720, 0.1087], [-0.1414, -0.1442, -0.5943], [0.4380, 0.3992, 0.2529], [0.5912, 0.2901, 0.1650], [-0.2958, -0.0015, 0.5489], [-0.2188, 0.0067, -0.5061], [-0.0412, 0.3634, -0.1137], [-0.0289, -0.1128, -0.1652]]
}

{
  "formula": "C18H27FO2",
  "method": "wB97M-V/def2-TZVPD",
  "gap_ha": 0.341,
  "total_energy_ha": -952.34834,
  "lumo_energy_ev": 0.71,
  "max_force_ha_per_bohr": 0.02131,
  "smiles": "CC(C)=CCC[C@H](C)CCCOC=O.Fc1ccccc1",
  "species": ["C", "C", "C", "C", "C", "C", "C", "C", "C", "C", "C", "O", "C", "O", "H", "H", "H", "H", "H", "H", "H", "H", "H", "H", "H", "H", "H", "H", "H", "H", "H", "H", "H", "H", "H", "H", "F", "C", "C", "C", "C", "C", "C", "H", "H", "H", "H", "H"],
  "positions_angstrom": [[5.09749, -1.36492, -1.25772], [4.97795, 0.00535, -0.63502], [6.23974, 0.61038, -0.04926], [3.83999, 0.69883, -0.59307], [2.72506, 0.63942, -1.61991], [1.77480, -0.55660, -1.47593], [0.69572, -0.73460, -2.56426], [1.18996, -0.30463, -3.94625], [-0.68998, -0.10187, -2.24981], [-0.75172, 1.01687, -1.20268], [-1.04961, 0.60640, 0.24001], [-2.14498, -0.32464, 0.35214], [-1.73747, -1.60146, 0.60797], [-1.83853, -2.12115, 1.67396], [6.06343, -1.80273, -1.01321], [5.02254, -1.36901, -2.35133], [4.32198, -2.02948, -0.88517], [6.44242, 1.56992, -0.51568], [6.11819, 0.77987, 1.02576], [7.09189, -0.05789, -0.15409], [3.73249, 1.40104, 0.23003], [3.21336, 0.63026, -2.59407], [2.19221, 1.58786, -1.53463], [1.33245, -0.54146, -0.47893], [2.39829, -1.45130, -1.49560], [0.52787, -1.81236, -2.64330], [0.46990, -0.59229, -4.71132], [1.40142, 0.76314, -3.99918], [2.11372, -0.83998, -4.18269], [-1.07102, 0.31544, -3.18349], [-1.39541, -0.88694, -1.98147], [0.14048, 1.64237, -1.20643], [-1.58028, 1.66888, -1.48945], [-0.17451, 0.24059, 0.77951], [-1.37868, 1.50077, 0.76829], [-1.33598, -2.13105, -0.27093], [-5.81475, -0.20791, 6.28762], [-5.57120, 0.10335, 4.99636], [-6.42279, 0.97880, 4.35297], [-6.16597, 1.29733, 3.02687], [-5.07835, 0.73793, 2.36976], [-4.23854, -0.14252, 3.03887], [-4.48147, -0.46362, 4.36727], [-7.26652, 1.39684, 4.88506], [-6.81987, 1.98547, 2.50721], [-4.88236, 0.98558, 1.33453], [-3.39514, -0.58177, 2.52990], [-3.83824, -1.14249, 4.91080]],
  "atomic_forces_ev_per_a": [[0.1807, 0.2310, -0.6729], [0.2361, -0.1170, 0.0302], [-0.4407, -0.4755, 0.8833], [-0.1903, -0.0747, 0.0566], [-0.0079, -0.3270, 0.7093], [0.1698, -0.1043, -0.1702], [-0.2658, 0.0297, 0.0582], [0.3021, -0.3845, 0.1619], [0.4889, 0.1349, -0.1314], [-0.6147, -0.1614, -0.0199], [0.1743, 0.5604, -0.1700], [0.2351, -0.2615, 0.1500], [-0.0308, -0.0532, -0.0773], [-0.0977, 0.0094, -0.0013], [0.0122, -0.0430, 0.0032], [-0.0278, 0.0705, -0.0075], [0.0038, -0.0153, 0.0476], [0.1613, -0.0134, -0.0541], [0.0532, 0.1374, -0.0109], [0.0781, 0.0781, -0.1329], [0.2211, 0.6518, -0.4656], [-0.1422, -0.0605, -0.1108], [-0.1001, -0.0238, -0.1864], [-0.0601, -0.0031, 0.0020], [-0.0141, -0.0244, 0.0022], [-0.0337, -0.0232, 0.0608], [-0.1059, 0.1913, -0.0222], [-0.1480, 0.0497, -0.0824], [0.0705, 0.1051, -0.0377], [-0.0556, -0.0327, -0.0177], [-0.0868, 0.0596, 0.0579], [0.0454, -0.0275, 0.0099], [0.0372, 0.0675, -0.0278], [-0.0408, -0.2198, -0.0607], [-0.0132, -0.0587, 0.1440], [0.0622, 0.0858, 0.0154], [-0.0015, -0.0002, 0.0079], [0.0170, 0.0167, -0.0731], [-0.0673, 0.0423, 0.0259], [0.0455, -0.0344, -0.0061], [0.0027, 0.0216, -0.0245], [-0.1016, 0.0781, 0.0574], [0.0369, -0.0382, 0.0322], [0.0114, -0.0043, 0.0172], [-0.0130, -0.0049, 0.0050], [0.0074, -0.0110, -0.0012], [0.0249, -0.0139, 0.0212], [-0.0180, -0.0097, 0.0049]]
}

{
  "formula": "C26H39BCdN7S3",
  "method": "wB97M-V/def2-TZVPD",
  "gap_ha": 0.294,
  "total_energy_ha": -2784.51100,
  "lumo_energy_ev": -2.43,
  "max_force_ha_per_bohr": 0.06819,
  "total_charge": 1,
  "species": ["Cd", "C", "C", "C", "C", "N", "C", "C", "N", "B", "N", "C", "C", "N", "C", "S", "C", "C", "C", "C", "N", "C", "C", "N", "C", "S", "C", "C", "C", "C", "C", "S", "H", "H", "H", "H", "H", "H", "H", "H", "H", "H", "H", "H", "H", "H", "H", "H", "H", "H", "H", "H", "H", "H", "H", "H", "H", "H", "H", "H", "H", "H", "H", "H", "H", "H", "C", "C", "C", "N", "C", "C", "H", "H", "H", "H", "H"],
  "positions_angstrom": [[12.11630, 10.77035, 11.57049], [15.63688, 6.91124, 8.24788], [14.35940, 7.54599, 7.73958], [13.90005, 6.76396, 6.51048], [14.55780, 8.98760, 7.37106], [13.21005, 7.54208, 8.72788], [12.30045, 6.46306, 8.75444], [11.60844, 6.57198, 9.92788], [12.25551, 7.44986, 10.77408], [11.98232, 7.38605, 12.36396], [10.51457, 7.92730, 12.76183], [9.89687, 7.46839, 13.90444], [8.64797, 7.98786, 13.99589], [8.41602, 8.81676, 12.88052], [9.61183, 8.83364, 12.19774], [9.92404, 9.80260, 10.86442], [7.15853, 9.47218, 12.44714], [7.25081, 10.99703, 12.55873], [6.80643, 9.04974, 10.99341], [6.04292, 9.05417, 13.40762], [13.03174, 8.08195, 13.30953], [14.31071, 7.41331, 13.31305], [15.08354, 8.14215, 14.10044], [14.49245, 9.41058, 14.34404], [13.18260, 9.33969, 13.90564], [11.95234, 10.41909, 14.21148], [15.16532, 10.29582, 15.28870], [15.11722, 9.75072, 16.73312], [16.67046, 10.38731, 14.87464], [14.59234, 11.68670, 15.32659], [13.25492, 8.06562, 10.03483], [14.16638, 9.34945, 10.63073], [16.35408, 6.93370, 7.41106], [15.40419, 5.83276, 8.39730], [16.04638, 7.41090, 9.14611], [14.69544, 7.01524, 5.73462], [12.88035, 7.03428, 6.09218], [13.83565, 5.67934, 6.68448], [15.13467, 9.08656, 6.38599], [15.02799, 9.62629, 8.15724], [13.57994, 9.34680, 7.13764], [12.05395, 5.88315, 7.87966], [10.73519, 6.03892, 10.25004], [11.92564, 6.19631, 12.53385], [10.48649, 6.95245, 14.57880], [7.82979, 7.65315, 14.54378], [8.04853, 11.43628, 11.89951], [7.44482, 11.27379, 13.62896], [6.27507, 11.44901, 12.32280], [7.59267, 9.27579, 10.19401], [5.84198, 9.51528, 10.67242], [6.68285, 7.92975, 10.87385], [6.35960, 8.83442, 14.44273], [5.66012, 8.09665, 12.97395], [5.25115, 9.80054, 13.41430], [14.58507, 6.47178, 12.79279], [16.11805, 7.98110, 14.37184], [15.55347, 8.77217, 16.88432], [14.07826, 9.81565, 17.03017], [15.63012, 10.46709, 17.43748], [17.16171, 9.42727, 14.99016], [17.23773, 11.11633, 15.45256], [16.76263, 10.68306, 13.81112], [13.52900, 11.64496, 15.66155], [14.56830, 12.20359, 14.36432], [15.26987, 12.29132, 15.93962], [12.89457, 15.60566, 10.28053], [13.72575, 14.62265, 9.69096], [13.44564, 13.27433, 10.03824], [12.40482, 12.91521, 10.83938], [11.49049, 13.85749, 11.18116], [11.70171, 15.22043, 10.91590], [13.01113, 16.67895, 10.14537], [14.47740, 14.99303, 9.02489], [14.06559, 12.53959, 9.59053], [10.60902, 13.44558, 11.68323], [10.91180, 15.92472, 11.37681]],
  "atomic_forces_ev_per_a": [[0.1949, -0.3627, 0.0964], [-0.2274, -0.9358, 0.1104], [-0.7764, 0.4149, 0.1080], [-0.0655, 0.3429, -1.5117], [1.3705, 1.0854, -1.4253], [1.0489, -1.5770, 2.2446], [-1.1975, 1.6723, 0.6873], [0.9865, -0.8655, -0.3827], [0.9982, 1.0763, -0.8532], [-1.0568, 0.9701, -0.0368], [-1.6300, 1.6996, -0.6254], [-0.6981, 1.2592, -1.1862], [0.3190, 0.0128, -1.5055], [2.6890, -0.9434, 0.0509], [0.3771, -1.6905, 1.0006], [0.6289, 0.8304, -1.3159], [-0.3565, 0.6262, -0.2232], [0.9507, 0.8857, 0.3776], [0.2004, -0.9139, -1.3113], [-0.2554, -1.7668, -0.5120], [1.5025, -0.2740, -1.3303], [-1.6106, 0.0378, 0.5393], [1.4358, 1.5158, -0.3687], [-1.0415, -2.4129, -0.0676], [1.8813, -2.9591, -0.0149], [-1.1333, 1.0982, -0.8009], [1.9338, 0.6706, 0.7743], [-0.0669, 1.3496, 0.3887], [-0.4515, 0.0587, -0.9198], [-0.8522, 0.6506, -0.1360], [-2.3127, -1.3842, -0.6149], [0.4558, 1.1823, 0.3311], [-0.0636, 0.1899, 0.4745], [0.4623, 0.6179, 0.4265], [-0.1919, -0.3863, -0.4716], [-1.2022, -0.7384, 0.7126], [1.2638, 0.1835, 0.5466], [0.4455, 0.3233, -0.0658], [-0.4737, -0.2166, 1.4855], [-0.3915, -0.7215, -0.7251], [-0.6996, 0.7598, -0.0784], [0.0966, 0.1167, 0.1744], [-0.0070, -0.2317, 0.1070], [0.2399, 0.1716, 0.4662], [0.5309, -1.3698, 1.2470], [-0.7526, -0.2545, 1.2408], [-0.8584, -0.4021, 0.7024], [0.0570, -0.2057, -0.8846], [0.3732, -0.2491, -0.1853], [-1.1095, 0.1613, 1.4060], [0.7748, -0.2732, 0.3820], [-0.0305, 1.0960, 0.5668], [-0.1581, 0.5452, -0.5617], [-0.1615, 0.6356, 0.7112], [0.0072, -0.1498, -0.0151], [-0.8238, 0.8477, 0.5695], [-0.3487, -0.0684, -0.1057], [-0.1024, -0.2783, -0.1667], [-0.3325, -0.5731, 0.3032], [-0.2505, -0.6679, -0.9123], [0.1932, 0.0143, 0.0884], [-0.3367, -0.0029, 0.2163], [-0.0957, -0.1543, 0.4303], [1.1571, 0.4530, 0.2066], [0.0660, -0.3229, -0.2335], [-0.5111, -0.1063, 0.2579], [-1.2119, -0.4355, -0.3905], [-1.9762, 0.0799, 1.7631], [-0.4830, 2.1597, -0.0116], [0.3004, 0.7041, -1.0823], [0.9663, -0.1293, -0.2291], [-0.8957, -0.2122, 1.4637], [0.4674, -0.2708, -0.1671], [0.5915, -0.5431, -0.1569], [0.3336, -1.0285, 0.1265], [0.2707, 0.4991, -0.0442], [1.6300, -0.9202, -1.1545]]
}